Entry 1:
Here is one molecule with the formula C5H8O at a distorted geometry from the Open Molecules 2025 dataset. Energies are from wB97M-V/def2-TZVPD.

CARTESIAN COORDINATES (ANGSTROEM)
C: -1.23 -0.19 -1.07
C: 0.27 -0.23 -0.88
C: 1.01 0.59 0.18
C: 0.08 0.63 1.40
O: 0.08 -0.83 1.45
C: 0.92 -0.91 0.29
H: -1.73 0.08 -0.15
H: -1.62 -1.16 -1.39
H: -1.51 0.55 -1.83
H: 0.86 -0.32 -1.79
H: 1.86 1.22 -0.07
H: -0.92 1.14 1.28
H: 0.27 1.13 2.34
H: 1.66 -1.70 0.23

Properties
SMILES string = C[C@H]1[C@H]2CO[C@@H]12
Charge = 0
Energy relative to the best compared isomer or geometry (same formula, charge and spin) = 63.1 kcal per mole
E_tot = -7359.5183 eV
Orbital gap = 0.3797 Eh

=====

Entry 2:
Here is C22H20IrN3OS as an isolated structure from the Open Molecules 2025 dataset. Energies are from wB97M-V/def2-TZVPD.

CARTESIAN COORDINATES (ANGSTROEM)
Ir: -0.35 -0.58 -0.03
C: -2.18 -0.47 3.86
C: -1.51 -0.93 2.73
N: -1.16 -0.12 1.75
C: -1.45 1.22 1.82
C: -2.15 1.75 2.91
C: -2.52 0.86 3.94
C: -2.37 3.15 2.95
C: -1.85 3.93 1.97
C: -1.12 3.40 0.88
C: -0.95 2.04 0.76
N: -0.31 1.32 -0.25
C: 0.40 1.78 -1.36
C: 0.32 3.00 -2.00
C: 1.19 3.30 -3.07
C: 2.13 2.41 -3.51
C: 2.19 1.13 -2.92
C: 3.09 0.12 -3.31
C: 3.07 -1.11 -2.69
C: 2.14 -1.35 -1.69
N: 1.26 -0.43 -1.31
C: 1.30 0.82 -1.89
H: -2.42 -1.16 4.65
H: -1.24 -1.98 2.61
H: -3.04 1.24 4.81
H: -2.92 3.58 3.78
H: -1.98 5.00 2.01
H: -0.67 4.08 0.18
H: -0.42 3.73 -1.72
H: 1.11 4.27 -3.54
H: 2.80 2.67 -4.32
H: 3.81 0.32 -4.10
H: 3.76 -1.90 -2.97
H: 2.08 -2.31 -1.20
O: -2.17 -1.36 -0.37
S: -3.53 -0.61 -0.16
C: -4.67 -1.90 0.33
C: -6.01 -1.40 -0.20
C: -5.78 -0.65 -1.54
C: -4.27 -0.53 -1.80
H: -4.64 -2.04 1.41
H: -4.32 -2.81 -0.17
H: -6.46 -0.72 0.53
H: -6.69 -2.24 -0.31
H: -6.23 0.34 -1.50
H: -6.23 -1.18 -2.38
H: -3.96 0.38 -2.29
H: -3.85 -1.39 -2.33

Properties
Charge = +2
Energy relative to the best compared isomer or geometry (same formula, charge and spin) = 0.0 kcal per mole
E_tot = -43315.5043 eV
Orbital gap (spin up / spin down) = 0.2184 / 0.2184 Eh